A 2-piece molecular cluster, C8H18O5P overall at a distorted geometry, computed with ωB97M-V/def2-TZVPD.

## Properties
Lowest unoccupied orbital energy (spin up / spin down) (Eh): 0.1207 / 0.1026
HOMO-LUMO gap (spin up / spin down) (eV): 4.074 / 7.981
⟨S²⟩: 2.005

ORCA input file:
```
! wB97M-V def2-TZVPD RIJCOSX def2/J DEFGRID3
* xyz -1 3
C -2.727 -1.995 0.451
C -0.193 4.024 0.682
C 2.569 -3.110 0.550
C -0.306 0.743 -2.158
C -2.424 -0.544 -0.091
C -0.249 2.539 0.995
C 1.621 -2.228 -0.305
C -0.357 0.644 -0.641
O 1.933 -0.229 1.733
O 2.986 1.271 -0.145
O -1.056 -0.567 -0.300
O -0.949 1.839 -0.080
O 2.378 -1.104 -0.638
P 2.088 0.166 0.298
H -2.298 -2.477 -0.486
H -2.367 -2.224 1.466
H -3.766 -2.110 0.324
H 0.607 4.216 -0.014
H -1.209 4.251 0.353
H 0.105 4.648 1.459
H 3.484 -3.236 0.044
H 2.712 -2.520 1.481
H 2.154 -4.002 0.730
H 0.457 1.406 -2.676
H -1.252 1.193 -2.596
H -0.058 -0.223 -2.532
H -2.745 0.330 0.569
H -3.065 -0.486 -0.910
H -0.740 2.327 1.913
H 0.710 1.991 1.111
H 0.895 -1.877 0.476
H 1.061 -2.655 -1.062
*
```

How positive or negative is each atom? The natural (NBO) charges in e answer that:
1 C -0.6230
2 C -0.6353
3 C -0.6342
4 C -0.7297
5 C -0.0460
6 C -0.0717
7 C -0.0870
8 C 0.6632
9 O -1.1638
10 O -1.1521
11 O -0.5902
12 O -0.6197
13 O -0.8291
14 P 1.9677
15 H 0.2155
16 H 0.2204
17 H 0.1848
18 H 0.2194
19 H 0.2027
20 H 0.2038
21 H 0.1906
22 H 0.2399
23 H 0.1764
24 H 0.2277
25 H 0.2006
26 H 0.2213
27 H 0.1697
28 H 0.1442
29 H 0.1573
30 H 0.2231
31 H 0.1946
32 H 0.1588

---

A 14-piece molecular cluster, C32H100N8O14 overall at a distorted geometry, computed with ωB97M-V/def2-TZVPD.

## Properties
Lowest unoccupied orbital energy (Eh): 0.0033
HOMO-LUMO gap (eV): 8.921
Relative energy (zero: lowest compared OMol25 entry of this formula, charge and spin) (eV): 2.027

ORCA input file:
```
! wB97M-V def2-TZVPD RIJCOSX def2/J DEFGRID3
* xyz 0 1
C -3.634 -0.003 0.607
C -4.644 -0.198 1.695
C -4.705 -1.650 2.188
O -4.914 -2.508 1.074
C -4.857 -3.877 1.433
N -4.247 0.616 2.853
H -2.653 -0.349 0.939
H -3.554 1.066 0.383
H -3.878 -0.471 -0.345
H -5.659 0.089 1.392
H -5.538 -1.737 2.891
H -3.739 -1.904 2.636
H -4.784 -4.429 0.501
H -5.684 -4.251 2.045
H -3.970 -4.034 2.058
H -4.996 0.540 3.542
H -4.321 1.590 2.569
C -0.995 5.821 2.278
C -0.449 7.121 2.879
C 0.235 8.039 1.867
O 1.362 7.441 1.272
C 2.481 7.194 2.091
N -1.471 7.904 3.568
H -1.230 5.113 3.077
H -0.294 5.381 1.568
H -1.935 5.952 1.732
H 0.189 6.845 3.726
H 0.407 8.996 2.371
H -0.445 8.273 1.047
H 3.347 6.973 1.472
H 2.279 6.392 2.808
H 2.687 8.120 2.642
H -2.029 7.342 4.212
H -2.246 8.098 2.924
C -2.197 -3.383 -6.106
C -0.963 -2.843 -5.385
C 0.015 -3.969 -5.055
O -0.492 -4.724 -3.935
C 0.344 -5.827 -3.619
N -0.308 -1.936 -6.358
H -2.697 -3.998 -5.351
H -1.891 -3.952 -6.982
H -2.892 -2.606 -6.428
H -1.242 -2.304 -4.475
H 0.911 -3.521 -4.597
H 0.283 -4.644 -5.871
H -0.284 -6.524 -3.066
H 1.209 -5.557 -3.004
H 0.702 -6.289 -4.543
H -0.973 -1.164 -6.430
H 0.451 -1.415 -5.900
C -0.534 -7.640 0.169
C -0.093 -6.184 0.460
C -0.958 -5.616 1.586
O -0.653 -4.221 1.761
C -1.512 -3.670 2.739
N 1.311 -6.196 0.890
H -1.613 -7.780 0.056
H -0.280 -8.174 1.088
H -0.043 -8.061 -0.705
H -0.323 -5.603 -0.441
H -0.773 -6.092 2.554
H -2.004 -5.703 1.276
H -2.482 -3.370 2.325
H -1.105 -2.705 3.058
H -1.662 -4.311 3.608
H 1.333 -5.606 1.716
H 1.925 -5.708 0.248
C -2.871 3.074 4.254
C -2.012 3.955 5.158
C -0.531 4.045 4.824
O 0.132 2.810 4.719
C 1.489 2.949 4.358
N -2.609 5.297 5.303
H -3.898 3.120 4.619
H -2.535 2.047 4.378
H -2.808 3.419 3.222
H -2.064 3.510 6.162
H -0.063 4.755 5.521
H -0.366 4.617 3.897
H 2.058 3.448 5.147
H 1.631 3.515 3.430
H 1.879 1.943 4.213
H -2.237 5.655 6.183
H -3.594 5.224 5.535
C -0.603 -0.932 -1.592
C 0.292 -1.114 -0.380
C -0.166 -0.442 0.913
O 0.003 0.950 0.758
C -0.737 1.692 1.728
N 0.526 -2.554 -0.204
H -0.747 0.115 -1.872
H -1.613 -1.293 -1.353
H -0.308 -1.529 -2.455
H 1.240 -0.670 -0.701
H 0.469 -0.832 1.718
H -1.211 -0.690 1.139
H -0.426 1.471 2.749
H -1.797 1.480 1.576
H -0.537 2.742 1.523
H 0.397 -3.002 -1.105
H -0.192 -2.992 0.380
C 5.590 1.467 -0.561
C 4.194 1.943 -0.269
C 3.853 3.361 -0.745
O 2.463 3.607 -0.686
C 1.974 3.737 0.638
N 3.260 0.943 -0.857
H 5.817 1.471 -1.631
H 5.811 0.478 -0.160
H 6.388 2.100 -0.151
H 3.919 1.925 0.790
H 4.208 3.558 -1.757
H 4.387 4.061 -0.089
H 2.054 2.795 1.187
H 0.899 3.909 0.601
H 2.408 4.615 1.118
H 2.374 1.205 -0.417
H 3.044 1.220 -1.818
C 3.930 -1.286 -4.366
C 3.042 -0.530 -5.349
C 2.957 -1.244 -6.691
O 4.211 -1.174 -7.331
C 4.259 -1.998 -8.478
N 1.667 -0.324 -4.780
H 4.769 -1.768 -4.871
H 3.390 -2.066 -3.821
H 4.364 -0.660 -3.582
H 3.365 0.506 -5.482
H 2.128 -0.818 -7.263
H 2.691 -2.288 -6.475
H 4.709 -2.952 -8.189
H 4.895 -1.589 -9.265
H 3.292 -2.143 -8.964
H 1.671 0.638 -4.464
H 1.655 -0.889 -3.934
O 3.534 -1.965 -0.599
H 2.677 -2.073 -0.155
H 3.585 -1.003 -0.752
O -3.784 -1.475 -3.357
H -4.304 -1.749 -4.121
H -3.550 -2.299 -2.914
O -0.434 0.211 4.566
H -0.435 1.198 4.550
H -1.362 -0.044 4.619
O 1.996 -3.615 2.353
H 2.137 -2.975 3.070
H 1.112 -3.385 2.004
O -2.989 2.661 -1.809
H -2.208 2.168 -1.530
H -3.254 3.161 -1.030
O 1.863 -1.708 4.490
H 1.784 -1.838 5.440
H 1.178 -1.063 4.264
*
```

Atom charges from the Löwdin analysis, given in e for atoms 1 to 99:
1 C -0.0515
2 C -0.4164
3 C -0.1971
4 O -0.1767
5 C -0.1011
6 N 0.0380
7 H 0.0421
8 H 0.0694
9 H 0.0892
10 H 0.1435
11 H 0.1290
12 H 0.1060
13 H 0.0951
14 H 0.0911
15 H 0.0483
16 H 0.0810
17 H 0.0603
18 C -0.0560
19 C -0.4267
20 C -0.1979
21 O -0.1894
22 C -0.1110
23 N 0.0236
24 H 0.0121
25 H 0.0637
26 H 0.0929
27 H 0.1272
28 H 0.1230
29 H 0.1320
30 H 0.0880
31 H 0.0724
32 H 0.0942
33 H 0.0375
34 H 0.0770
35 C -0.0690
36 C -0.4334
37 C -0.1858
38 O -0.2146
39 C -0.1112
40 N 0.0328
41 H 0.0733
42 H 0.0795
43 H 0.0697
44 H 0.1131
45 H 0.1165
46 H 0.1263
47 H 0.0785
48 H 0.0866
49 H 0.0840
50 H 0.0749
51 H 0.0043
52 C -0.0704
53 C -0.4238
54 C -0.1698
55 O -0.2555
56 C -0.0892
57 N 0.0700
58 H 0.0683
59 H 0.0753
60 H 0.0672
61 H 0.1235
62 H 0.1381
63 H 0.1245
64 H 0.0386
65 H 0.0885
66 H 0.1055
67 H 0.0368
68 H 0.0761
69 C -0.0556
70 C -0.4064
71 C -0.2070
72 O -0.2210
73 C -0.0596
74 N 0.0425
75 H 0.0820
76 H 0.0560
77 H 0.0800
78 H 0.1400
79 H 0.1384
80 H 0.0648
81 H 0.1013
82 H 0.0793
83 H 0.1020
84 H 0.0869
85 H 0.0793
86 C -0.0412
87 C -0.3975
88 C -0.1818
89 O -0.1672
90 C -0.0709
91 N 0.0660
92 H 0.0796
93 H 0.0726
94 H 0.0594
95 H 0.0993
96 H 0.1283
97 H 0.0914
98 H 0.0586
99 H 0.0613

---

An isolated ion of composition C5H9N2 and charge +1 at a distorted geometry, computed with ωB97M-V/def2-TZVPD.

## Properties
Lowest unoccupied orbital energy (Eh): -0.1968
SMILES: [H]/N=C/[NH+]=C(/C)C=C
HOMO-LUMO gap (eV): 9.157
Relative energy (zero: lowest compared OMol25 entry of this formula, charge and spin) (eV): 3.924

ORCA input file:
```
! wB97M-V def2-TZVPD RIJCOSX def2/J DEFGRID3
* xyz 1 1
C -0.489 -0.891 1.963
C -0.691 -0.145 -2.299
C -0.695 -0.080 -0.964
C 0.286 0.372 -0.098
C 1.326 1.294 -0.537
N -0.584 -2.092 1.816
N 0.321 -0.001 1.143
H -0.773 -0.350 2.989
H 0.050 0.212 -2.929
H -1.659 -0.472 -2.856
H -1.646 -0.574 -0.584
H 1.947 1.457 0.227
H 1.002 2.375 -0.592
H 1.973 0.976 -1.383
H -1.367 -2.571 2.289
H 1.001 0.488 1.815
*
```

How positive or negative is each atom? The natural (NBO) charges in e answer that:
1 C 0.2612
2 C -0.1380
3 C -0.3602
4 C 0.4462
5 C -0.6961
6 N -0.5534
7 N -0.4895
8 H 0.1828
9 H 0.2039
10 H 0.2416
11 H 0.2576
12 H 0.2320
13 H 0.2872
14 H 0.2836
15 H 0.4051
16 H 0.4362

---

C4H8CoO3 as an isolated structure at a distorted geometry, computed with ωB97M-V/def2-TZVPD.

## Properties
Lowest unoccupied orbital energy (spin up / spin down) (Eh): -0.2030 / -0.2099
HOMO-LUMO gap (spin up / spin down) (eV): 7.251 / 8.048
⟨S²⟩: 6.018
Relative energy (zero: lowest compared OMol25 entry of this formula, charge and spin) (eV): 0.800

ORCA input file:
```
! wB97M-V def2-TZVPD RIJCOSX def2/J DEFGRID3
* xyz 1 5
C 2.197 0.252 -1.599
O 2.360 0.449 -0.264
H 0.981 0.521 -1.904
H 2.979 0.730 -2.217
H 2.158 -0.831 -1.824
O -0.322 1.733 0.131
C -1.099 1.021 -0.557
C -1.577 -0.214 0.160
O -0.464 -0.735 0.876
C -0.667 -1.275 2.113
Co 1.114 0.672 0.966
H -1.872 1.517 -1.169
H -1.900 -0.967 -0.575
H -2.434 0.048 0.801
H 0.191 -1.822 2.498
H -1.644 -1.099 2.565
*
```

How positive or negative is each atom? The natural (NBO) charges in e answer that:
1 C -0.2048
2 O -0.8305
3 H 0.0853
4 H 0.2137
5 H 0.1838
6 O -0.6019
7 C 0.4448
8 C -0.1834
9 O -0.5715
10 C -0.0911
11 Co 1.4486
12 H 0.2108
13 H 0.2419
14 H 0.2543
15 H 0.2094
16 H 0.1905

---

A 2-piece molecular cluster, C12H16Si overall at a distorted geometry, computed with ωB97M-V/def2-TZVPD.

## Properties
Lowest unoccupied orbital energy (Eh): 0.0111
HOMO-LUMO gap (eV): 8.902
Relative energy (zero: lowest compared OMol25 entry of this formula, charge and spin) (eV): 5.824

ORCA input file:
```
! wB97M-V def2-TZVPD RIJCOSX def2/J DEFGRID3
* xyz 0 1
C 0.883 2.845 -0.665
C 0.680 1.750 -0.196
C -3.971 -0.941 -0.256
C -3.747 -0.976 1.076
C -2.955 -0.922 -1.171
C -2.429 -0.888 1.473
C -1.595 -0.965 -0.763
C -1.330 -0.804 0.581
C 1.265 4.096 -1.246
C 3.119 -0.367 0.673
C 1.893 -1.987 -0.621
C 1.930 -1.314 0.716
Si 0.393 -0.365 1.188
H -4.997 -0.673 -0.686
H -4.545 -0.855 1.816
H -3.194 -0.919 -2.172
H -2.185 -0.818 2.500
H -0.919 -0.679 -1.519
H 0.467 4.961 -0.939
H 2.235 4.502 -0.828
H 1.122 3.971 -2.246
H 4.128 -0.977 0.503
H 2.951 0.593 0.090
H 3.306 -0.009 1.621
H 2.156 -1.267 -1.497
H 0.758 -2.296 -0.840
H 2.481 -2.883 -0.776
H 1.960 -2.010 1.567
H 0.140 0.197 2.617
*
```

How positive or negative is each atom? The natural (NBO) charges in e answer that:
1 C -0.1530
2 C -0.3794
3 C -0.1961
4 C -0.2111
5 C -0.1958
6 C -0.1764
7 C -0.1789
8 C -0.5299
9 C -0.6766
10 C -0.6191
11 C -0.6091
12 C -0.7272
13 Si 1.4905
14 H 0.2136
15 H 0.2215
16 H 0.2074
17 H 0.2037
18 H 0.2237
19 H 0.2118
20 H 0.2338
21 H 0.2293
22 H 0.2114
23 H 0.2594
24 H 0.2044
25 H 0.2295
26 H 0.2040
27 H 0.2252
28 H 0.2384
29 H -0.1550

---

A 4-piece molecular cluster, C3H15N2O3 overall at a distorted geometry, computed with ωB97M-V/def2-TZVPD.

## Properties
Lowest unoccupied orbital energy (spin up / spin down) (Eh): -0.2941 / -0.4337
HOMO-LUMO gap (spin up / spin down) (eV): 9.548 / 5.748
⟨S²⟩: 0.774
Relative energy (zero: lowest compared OMol25 entry of this formula, charge and spin) (eV): 0.761

ORCA input file:
```
! wB97M-V def2-TZVPD RIJCOSX def2/J DEFGRID3
* xyz 2 2
C -1.264 -2.450 0.692
C -0.543 -1.169 0.328
C 0.350 -0.438 1.098
N 1.348 0.573 0.474
N -1.021 -0.956 -0.903
H -2.418 -2.272 0.645
H -1.114 -2.616 1.704
H -0.952 -3.292 0.061
H 0.802 -0.804 2.067
H 1.167 1.407 1.051
H 1.097 0.649 -0.493
H 2.310 0.285 0.523
H -1.759 -1.597 -1.208
H -0.448 -0.490 -1.596
H -0.311 4.274 -3.905
H -0.004 4.478 -2.273
O -0.029 3.791 -3.019
H 0.842 -1.557 4.583
H -0.447 -0.795 4.233
O 0.528 -0.777 4.135
H 0.393 1.991 -2.704
H 0.919 0.643 -3.127
O 0.555 1.123 -2.366
*
```

How positive or negative is each atom? The natural (NBO) charges in e answer that:
1 C -0.6701
2 C 0.2449
3 C 0.1310
4 N -0.7186
5 N -0.5100
6 H 0.2850
7 H 0.2517
8 H 0.2851
9 H 0.3125
10 H 0.4802
11 H 0.4718
12 H 0.4726
13 H 0.4509
14 H 0.4456
15 H 0.5265
16 H 0.5053
17 O -1.0130
18 H 0.5007
19 H 0.4880
20 O -0.9627
21 H 0.5411
22 H 0.5043
23 O -1.0228